# C40H110Cl3N10O10Y

A structure of composition C40H110Cl3N10O10Y (the ωB97M-V functional and the def2-TZVPD basis, the Open Molecules 2025 dataset).

Calculated values
LUMO = 0.265 eV
highest occupied orbital energy = -8.8 eV

Each line ends with the Löwdin charge.
CARTESIAN COORDINATES (ANGSTROEM)
Y -28.77909 -0.50368 5.33246  0.69
Cl -29.74890 0.41650 3.10822  0.00
Cl -29.04786 -1.35631 7.70855  -0.04
Cl -26.43443 -0.38586 4.31241  0.04
C -21.89017 -5.35554 8.45709  -0.07
C -21.48024 -3.93299 8.04397  -0.46
C -22.57604 -3.23520 7.18002  -0.22
O -22.06832 -1.92943 6.99917  -0.23
C -23.02119 -0.99458 6.37559  -0.05
N -21.34369 -3.23051 9.27480  0.02
H -20.98065 -5.82696 8.79600  0.07
H -22.25850 -5.98581 7.62198  0.07
H -22.69581 -5.29010 9.23188  0.09
H -20.52218 -3.90997 7.48329  0.14
H -23.44697 -3.29125 7.79482  0.10
H -22.79826 -3.73828 6.23343  0.09
H -23.94129 -1.06243 6.97782  0.07
H -23.36699 -1.42116 5.41540  0.05
H -22.49265 -0.01617 6.29772  0.11
H -21.17294 -2.21521 9.10647  0.09
H -20.46293 -3.48796 9.69816  0.08
C -29.64198 2.74036 -2.78077  -0.07
C -28.64472 1.59203 -2.46425  -0.42
C -27.70815 1.89134 -1.29307  -0.20
O -26.75585 0.81655 -1.13314  -0.21
C -26.03925 0.99109 0.05669  -0.13
N -29.43159 0.34035 -2.26765  0.03
H -30.36663 2.32432 -3.48453  0.06
H -29.17658 3.59472 -3.35042  0.08
H -30.23034 3.09914 -1.89320  0.07
H -27.98238 1.38738 -3.33441  0.14
H -28.34427 1.94277 -0.40072  0.12
H -27.09544 2.82197 -1.47000  0.14
H -26.70819 0.80157 0.87152  0.06
H -25.63205 2.01800 0.08142  0.09
H -25.22555 0.24366 0.02192  0.09
H -30.18031 0.34459 -1.53869  0.08
H -28.77509 -0.39487 -1.95184  0.05
C -21.56459 0.29896 0.94623  -0.05
C -21.85759 0.46701 2.46889  -0.44
C -22.38828 1.86592 2.69242  -0.25
O -22.62384 2.09444 4.03906  -0.19
C -23.92353 2.38091 4.39202  -0.14
N -22.80572 -0.46814 3.04138  0.08
H -21.12265 1.11489 0.40767  0.06
H -22.49745 -0.03797 0.46964  0.07
H -20.85693 -0.55960 0.86300  0.08
H -20.87526 0.43745 3.01547  0.15
H -23.29485 2.04743 2.02017  0.14
H -21.65107 2.69248 2.38220  0.15
H -23.91144 2.58360 5.45873  0.08
H -24.58021 1.49941 4.22891  0.02
H -24.28778 3.25822 3.81721  0.10
H -22.61389 -1.40103 2.64517  0.06
H -23.72192 -0.10451 2.91735  0.03
C -20.67523 -5.32672 4.83121  -0.05
C -20.91161 -4.28488 3.81061  -0.48
C -22.25927 -4.30555 3.16694  -0.20
O -22.15540 -3.61390 1.93532  -0.20
C -23.37731 -3.57999 1.29159  -0.16
N -20.49557 -3.03434 4.33692  0.08
H -21.36518 -5.17802 5.60412  0.03
H -19.71739 -5.19817 5.27505  0.08
H -20.74786 -6.32235 4.46968  0.08
H -20.21945 -4.51099 3.01687  0.14
H -22.98523 -3.75747 3.82933  0.12
H -22.74450 -5.26147 2.89121  0.13
H -23.20807 -3.10496 0.29503  0.11
H -24.09292 -2.97009 1.86993  0.07
H -23.91771 -4.54281 1.23165  0.09
H -20.51020 -2.32578 3.60034  0.07
H -21.07401 -2.60534 5.09254  0.08
C -30.59968 3.43192 7.38756  -0.06
C -29.69937 2.54820 6.58221  -0.44
C -28.41291 2.24915 7.35974  -0.22
O -27.66039 1.38893 6.53788  -0.39
C -26.28565 1.12134 7.18525  -0.04
N -30.31292 1.29761 6.14570  -0.04
H -31.47468 3.71079 6.72447  0.10
H -30.08375 4.43737 7.50725  0.11
H -30.81146 2.96116 8.29922  0.06
H -29.38674 3.16198 5.70911  0.14
H -28.58726 1.66427 8.25896  0.12
H -27.81271 3.18233 7.47366  0.15
H -25.62977 0.63425 6.43734  0.00
H -26.48745 0.37155 7.92778  0.06
H -25.88129 2.10665 7.54141  0.11
H -30.86382 0.86421 6.94034  0.10
H -30.90586 1.40076 5.27899  0.07
C -31.15752 5.62589 1.23369  -0.06
C -30.57192 4.25875 1.55829  -0.41
C -30.37924 3.99556 3.06892  -0.21
O -29.26098 4.72205 3.66889  -0.22
C -27.96750 4.16741 3.13282  -0.06
N -31.32469 3.08803 0.96361  0.04
H -32.23947 5.59807 1.40286  0.08
H -30.94908 5.96525 0.23443  0.06
H -30.74444 6.43050 1.86511  0.08
H -29.56549 4.16552 1.04968  0.12
H -30.17053 2.93118 3.19234  0.02
H -31.14772 4.42493 3.70355  0.12
H -27.88634 3.08696 3.29317  0.07
H -27.11294 4.67200 3.56214  0.08
H -27.90672 4.22764 2.03586  0.07
H -32.26338 3.08274 1.34174  0.06
H -30.82630 2.24859 1.25679  0.01
C -27.78716 -8.10539 -0.59040  -0.05
C -28.60517 -9.09108 0.23396  -0.46
C -28.77433 -8.65074 1.64517  -0.24
O -27.51390 -8.77763 2.23805  -0.19
C -27.39719 -8.11633 3.48718  -0.10
N -29.90631 -9.17096 -0.40182  0.03
H -28.14869 -7.11802 -0.24176  0.08
H -28.01051 -8.23014 -1.67775  0.08
H -26.68006 -8.14648 -0.42426  0.09
H -28.16162 -10.09961 0.18038  0.15
H -29.53829 -9.26407 2.17161  0.14
H -29.08087 -7.58008 1.68956  0.12
H -27.79145 -7.07790 3.38402  0.06
H -26.33899 -8.05197 3.80948  0.09
H -28.02585 -8.61582 4.22695  0.09
H -29.81786 -8.83425 -1.34588  0.05
H -30.26012 -10.09521 -0.46857  0.06
C -26.89708 -3.76015 0.09934  -0.04
C -27.74180 -2.49536 0.20616  -0.42
C -29.20636 -2.76527 0.01191  -0.20
O -29.48922 -2.86188 -1.39858  -0.21
C -30.91666 -2.91269 -1.72164  -0.07
N -27.42341 -1.92749 1.51101  0.02
H -25.84062 -3.48706 0.15548  0.06
H -27.14733 -4.24698 -0.84172  0.09
H -27.05854 -4.32552 0.98927  0.06
H -27.49054 -1.78008 -0.61752  0.13
H -29.82866 -1.94504 0.36877  0.11
H -29.61214 -3.67767 0.47743  0.12
H -31.35786 -3.79639 -1.37792  0.06
H -30.97506 -3.02347 -2.80891  0.09
H -31.42331 -2.00579 -1.37040  0.09
H -27.88654 -1.01250 1.64591  0.01
H -26.43343 -1.81803 1.77651  0.05
C -25.43618 -4.77189 5.50405  -0.07
C -26.39114 -5.48528 6.42516  -0.39
C -25.68157 -5.66728 7.77180  -0.25
O -26.43184 -6.38717 8.64062  -0.15
C -26.09720 -6.26976 9.96796  -0.12
N -27.68157 -4.76318 6.57228  0.07
H -25.30367 -3.78056 5.97508  0.08
H -25.87773 -4.47130 4.52764  0.08
H -24.56935 -5.32759 5.27695  0.06
H -26.63622 -6.47865 5.99135  0.14
H -25.49733 -4.69004 8.26836  0.13
H -24.68709 -6.06324 7.56331  0.11
H -26.79336 -6.73301 10.64496  0.08
H -25.95519 -5.21320 10.27443  0.10
H -25.19370 -6.79553 10.21167  0.08
H -28.30854 -5.42919 6.92237  0.05
H -27.65247 -4.01379 7.24978  0.05
C -29.65783 -4.87852 3.72337  -0.07
C -29.77955 -3.39271 3.86274  -0.40
C -30.75975 -3.11219 4.95046  -0.18
O -30.91557 -1.65531 5.08695  -0.38
C -32.11286 -1.26012 5.75319  -0.10
N -28.53439 -2.64289 4.23472  -0.05
H -30.34138 -5.43507 3.14196  0.06
H -29.55837 -5.34827 4.75534  0.09
H -28.71971 -5.23617 3.23096  0.07
H -30.20389 -2.98840 2.90700  0.15
H -30.53401 -3.53010 5.93324  0.12
H -31.74183 -3.54326 4.61367  0.15
H -32.90486 -2.01907 5.72905  0.10
H -32.51101 -0.37619 5.34577  0.07
H -31.83810 -1.03376 6.78291  0.06
H -27.98736 -2.43337 3.36633  0.02
H -28.01746 -3.17562 4.94002  0.04